1.
{"formula": "C55H59NO5OsP2S", "method": "ωB97M-V with the def2-TZVPD basis set", "symbols": ["Os", "S", "P", "P", "O", "O", "O", "O", "O", "N", "C", "C", "C", "C", "C", "C", "C", "C", "C", "C", "C", "C", "C", "C", "C", "C", "C", "C", "C", "C", "C", "C", "C", "C", "C", "C", "C", "C", "C", "C", "C", "C", "C", "C", "C", "C", "C", "C", "C", "C", "C", "C", "C", "C", "C", "C", "C", "C", "C", "C", "C", "C", "C", "C", "C", "H", "H", "H", "H", "H", "H", "H", "H", "H", "H", "H", "H", "H", "H", "H", "H", "H", "H", "H", "H", "H", "H", "H", "H", "H", "H", "H", "H", "H", "H", "H", "H", "H", "H", "H", "H", "H", "H", "H", "H", "H", "H", "H", "H", "H", "H", "H", "H", "H", "H", "H", "H", "H", "H", "H", "H", "H", "H", "H"], "coordinates": [[0.392, 0.283, 0.303], [-2.616, 1.273, 2.199], [-0.346, 0.541, -1.954], [1.129, 2.330, -0.515], [1.429, 0.339, 1.974], [-1.817, 0.983, 0.937], [-0.218, -1.657, 1.046], [-1.395, -3.258, 2.077], [-0.703, -2.575, -1.383], [0.405, 2.086, -2.024], [-4.159, 2.015, 1.532], [5.028, 2.792, 0.421], [3.599, 2.100, -1.868], [3.938, -1.151, 1.465], [-2.935, -4.027, -2.033], [-4.197, -0.127, -3.074], [0.613, 3.995, -0.029], [2.324, -1.152, -4.483], [-4.700, -0.356, 1.758], [-2.098, 0.785, -2.325], [5.698, 2.508, -0.763], [0.520, -0.337, -5.849], [4.666, 1.301, 4.251], [0.411, 3.050, -3.123], [0.911, 1.782, 4.429], [3.645, 2.753, 0.455], [3.398, 1.743, 4.619], [0.032, -6.841, 0.765], [-5.176, -4.642, -1.416], [1.001, 6.357, 0.196], [0.227, 2.804, 3.516], [1.708, -5.941, -0.701], [-4.892, -4.315, -0.100], [2.275, 1.375, 3.917], [-2.622, -3.748, -0.699], [-0.920, -2.672, 1.145], [3.741, -0.009, 2.443], [1.623, -0.789, -3.345], [0.955, -4.792, -0.860], [0.359, -0.205, -3.454], [-0.733, -5.705, 0.596], [-0.299, 6.529, 0.645], [-1.154, -3.452, -0.436], [-3.626, -3.876, 0.258], [-2.839, -0.276, -2.846], [1.778, -0.913, -5.736], [3.129, -2.370, 1.935], [-0.293, -4.669, -0.239], [4.984, 2.166, -1.903], [-1.154, 5.437, 0.741], [-2.723, 1.994, -2.039], [-4.192, -4.485, -2.381], [3.654, -0.816, -0.002], [-4.078, 2.146, -2.294], [-0.195, 0.015, -4.713], [1.254, -6.967, 0.116], [-5.303, 1.045, 1.807], [4.814, 0.395, 3.204], [1.463, 5.093, -0.140], [-0.700, 4.173, 0.408], [-3.449, -0.291, 2.621], [0.020, 0.552, 4.663], [2.442, 0.559, 2.736], [-4.815, 1.086, -2.802], [2.925, 2.420, -0.695], [-2.144, 2.813, -1.628], [0.101, -0.146, -6.828], [1.070, 2.258, 5.399], [-3.950, 2.112, 0.468], [2.588, -0.624, -0.177], [-2.165, -3.936, -2.788], [2.064, -2.149, 1.950], [3.292, -3.219, 1.269], [-6.094, 1.162, 1.066], [-2.346, -1.212, -3.065], [-3.439, -3.654, 1.295], [-5.398, -1.107, 2.128], [-0.481, 3.679, -3.115], [-0.218, 0.053, 3.725], [-5.727, 1.233, 2.794], [3.044, 1.807, -2.753], [-5.876, 1.203, -2.978], [-3.689, -0.248, 3.686], [-1.177, 0.459, -4.812], [5.793, -0.019, 3.002], [-2.737, -1.097, 2.450], [-0.648, 7.515, 0.920], [-5.652, -4.417, 0.663], [-4.561, 3.096, -2.101], [1.844, -7.865, 0.236], [3.301, -1.609, -4.392], [-1.354, 3.312, 0.493], [-2.171, 5.586, 1.080], [4.996, -1.421, 1.508], [0.221, -2.769, -1.589], [0.039, 2.373, 2.535], [-1.677, -5.614, 1.112], [-0.914, 0.850, 5.142], [0.841, 3.699, 3.397], [-4.773, -0.949, -3.478], [1.350, -4.021, -1.514], [0.520, -0.166, 5.315], [3.287, 2.378, 5.489], [6.778, 2.565, -0.796], [1.291, 3.688, -3.032], [-4.435, -0.617, 0.729], [3.940, -1.664, -0.627], [-4.396, -4.738, -3.414], [-0.729, 3.108, 3.945], [2.480, 4.968, -0.487], [-4.305, 2.996, 1.982], [4.217, 0.059, -0.329], [2.057, -0.934, -2.359], [5.513, 1.948, -2.821], [2.650, -6.037, -1.224], [-0.325, -7.632, 1.411], [-6.154, -5.014, -1.686], [5.586, 3.047, 1.313], [0.460, 2.530, -4.080], [1.658, 7.212, 0.106], [3.431, -2.656, 2.943], [2.335, -1.173, -6.626], [5.529, 1.614, 4.824], [3.114, 2.992, 1.372]], "spin_multiplicity": 5, "total_energy_ha": -3733.25175, "s2": 6.05, "de_lowest_kcal_mol": 0.0, "homo_lumo_gap_ev": [8.86, 5.11], "charge": 2}

***

2.
{"formula": "C55H62BGe3N9Ti", "method": "ωB97M-V with the def2-TZVPD basis set", "symbols": ["Ge", "Ge", "Ge", "Ti", "N", "N", "N", "N", "N", "N", "N", "N", "N", "C", "C", "C", "C", "C", "C", "C", "C", "C", "C", "C", "C", "C", "C", "C", "C", "C", "C", "C", "C", "C", "C", "C", "C", "C", "C", "C", "C", "C", "C", "C", "C", "C", "C", "C", "C", "C", "C", "C", "C", "C", "C", "C", "C", "C", "C", "C", "C", "C", "C", "C", "C", "C", "C", "C", "B", "H", "H", "H", "H", "H", "H", "H", "H", "H", "H", "H", "H", "H", "H", "H", "H", "H", "H", "H", "H", "H", "H", "H", "H", "H", "H", "H", "H", "H", "H", "H", "H", "H", "H", "H", "H", "H", "H", "H", "H", "H", "H", "H", "H", "H", "H", "H", "H", "H", "H", "H", "H", "H", "H", "H", "H", "H", "H", "H", "H", "H", "H"], "coordinates": [[0.284, -3.305, 2.517], [2.478, 0.146, -1.517], [-1.272, -1.421, 2.464], [-0.133, 1.019, -1.618], [-3.025, 2.208, -0.965], [-2.125, 2.277, -2.009], [-1.571, -0.284, -1.575], [-3.722, 0.876, 2.283], [-0.161, 2.268, 0.088], [-1.284, 2.103, 0.886], [0.434, 1.903, -3.253], [-0.583, -1.198, -1.664], [-3.713, 1.926, 1.403], [2.012, 3.439, 0.310], [-4.427, -3.972, 3.685], [0.287, 2.991, 2.170], [2.744, 0.537, 1.386], [-2.531, -2.155, -2.187], [3.368, 0.943, 2.560], [-5.391, -3.799, 2.701], [-4.839, 0.999, 2.972], [0.348, -3.879, 4.408], [4.217, -4.298, -1.814], [-5.560, 2.159, 2.573], [0.525, -0.301, 4.399], [1.166, 2.143, -5.367], [-2.757, -0.830, -1.913], [1.115, 3.429, -4.753], [-1.714, 0.435, 4.790], [-3.979, -2.179, 1.623], [4.820, 0.693, -5.013], [4.703, -3.381, -0.894], [0.973, 0.472, 5.461], [4.530, 2.877, -4.072], [-3.240, -3.252, 3.632], [-4.821, 2.713, 1.579], [2.127, -3.025, 1.936], [-1.273, 1.214, 5.851], [-5.161, -2.905, 1.664], [3.765, 2.330, -3.052], [-0.427, -3.646, -2.218], [0.763, 2.856, 0.853], [5.244, 1.731, 1.288], [0.356, 4.365, -2.502], [-0.985, 2.512, 2.156], [-4.225, 2.506, -2.791], [4.065, 0.151, -3.982], [3.056, -1.743, -1.603], [4.615, 1.328, 0.119], [3.349, 0.741, 0.147], [4.130, -2.121, -0.793], [-3.005, -2.333, 2.609], [0.749, 1.237, -4.445], [-2.289, 2.506, -4.488], [0.568, -0.232, -4.606], [-1.141, -2.353, -2.029], [-0.827, -0.344, 4.043], [0.074, 1.239, 6.189], [-0.480, -4.724, 1.396], [4.616, 1.547, 2.513], [-2.840, 2.448, -3.108], [-4.303, 2.332, -1.453], [0.660, 3.271, -3.480], [3.159, -3.939, -2.635], [3.514, 0.960, -2.986], [-5.248, 0.021, 4.022], [2.591, -2.676, -2.526], [5.055, 2.060, -5.061], [-2.658, 2.018, 0.412], [5.650, 2.483, -5.859], [4.662, -5.281, -1.895], [-1.062, -4.462, -1.875], [-4.964, 3.619, 1.012], [1.251, 4.946, -2.272], [0.418, 1.842, 7.019], [-6.313, -4.365, 2.740], [5.235, 0.044, -5.774], [-6.265, -0.323, 3.834], [2.609, -4.004, 1.888], [-0.204, -3.819, -3.273], [1.379, 4.374, -5.204], [0.032, -4.919, 4.494], [-2.503, -3.402, 4.412], [1.765, 0.064, 1.449], [-1.554, -4.601, 1.257], [5.103, 1.862, 3.427], [1.773, -2.429, -3.187], [1.855, 4.517, 0.211], [2.878, 0.791, 3.511], [-1.727, 2.452, 2.934], [0.008, -4.715, 0.422], [0.784, -0.509, -5.637], [-1.986, 1.795, 6.423], [6.225, 2.188, 1.244], [-0.303, -5.699, 1.852], [-5.158, 2.268, -0.802], [-4.597, -4.670, 4.494], [0.504, -3.672, -1.661], [0.823, 3.404, 3.007], [-3.667, -0.254, -1.913], [-5.239, 0.491, 5.008], [-0.058, 3.995, -1.568], [5.116, 1.481, -0.830], [4.534, -1.427, -0.067], [2.253, 3.038, -0.669], [1.476, 1.911, -6.373], [1.249, -0.892, 3.845], [-3.814, -1.480, 0.812], [2.693, -2.406, 2.634], [2.182, -2.576, 0.945], [2.846, 3.270, 0.987], [-3.256, -2.905, -2.458], [-0.453, -0.558, -4.378], [5.532, -3.645, -0.249], [1.251, -0.795, -3.970], [-5.036, 2.638, -3.486], [4.711, 3.945, -4.096], [-4.590, -0.843, 4.034], [1.377, -3.802, 4.762], [-1.476, 3.224, -4.580], [-3.084, 2.772, -5.181], [2.023, 0.470, 5.728], [-1.889, 1.534, -4.781], [-0.273, -3.266, 5.060], [-6.486, 2.524, 2.982], [-5.905, -2.774, 0.887], [-0.378, 5.056, -2.920], [-2.766, 0.425, 4.554], [3.366, 3.002, -2.301], [2.775, -4.641, -3.365], [3.916, -0.921, -3.955]], "spin_multiplicity": 2, "total_energy_ha": -9730.79109, "s2": 0.75, "de_lowest_kcal_mol": 0.0, "homo_lumo_gap_ev": [5.68, 6.51], "charge": 1}